103
Properties=species:S:1:pos:R:3:forces:R:3 method="wB97M-V/def2-TZVPD" total_charge=+2 relative_energy_ev=0.488 total_energy_ev=-173027.93316 e_lumo_ha="-0.2663 / -0.2665" max_force_ev_per_a=2.34
Re -0.165903 0.289692 -0.094683 1.338 -1.548 1.142
C -1.560018 6.356559 4.456918 -0.012 -0.062 -0.049
C -2.415581 5.271071 4.572146 0.002 0.038 0.046
C -2.271797 4.178942 3.736340 -0.004 -0.018 -0.207
C -1.270422 4.159707 2.762229 -0.110 0.376 0.253
C -0.436387 5.271435 2.629800 0.004 -0.194 0.071
C -0.575660 6.352502 3.480620 0.043 0.051 0.008
C -1.043245 2.984232 1.911745 0.151 -0.717 0.256
C -0.813023 1.756910 2.547287 -0.178 0.677 0.058
C -0.732275 1.579779 3.950178 0.104 -0.348 -0.126
C -0.367978 0.272944 4.175994 -0.082 0.119 -0.171
C -0.224852 -0.332046 2.921606 0.200 0.106 0.192
C 0.167795 -1.759044 2.725837 -0.064 -0.116 -0.064
C -0.899172 -2.712346 3.254212 -0.096 0.003 0.095
C -2.200661 -2.261045 3.447864 0.049 -0.012 -0.035
C -3.207788 -3.146324 3.791507 -0.088 -0.002 -0.005
C -2.939836 -4.495750 3.943107 0.043 0.037 0.010
C -1.643934 -4.948275 3.765924 -0.022 -0.079 -0.059
C -0.637669 -4.068280 3.406037 0.049 -0.065 -0.026
C 0.467576 -2.165324 1.306683 0.124 0.339 -0.002
N -0.384994 -2.027012 0.352117 -0.251 0.785 -0.143
C -0.412065 -2.599905 -0.909416 0.735 -0.485 -0.430
C -1.736138 -2.576256 -1.578963 0.161 1.097 -0.193
C -2.504031 -3.778189 -1.792213 -0.242 -0.510 -0.151
C -3.170519 -4.073501 -2.987652 0.120 0.101 0.105
C -4.038288 -5.143484 -3.055157 -0.084 -0.067 -0.041
C -4.245996 -5.944115 -1.941188 0.097 0.068 0.040
C -3.543613 -5.698135 -0.768625 -0.097 -0.093 -0.011
C -2.661147 -4.640539 -0.695800 0.077 0.222 -0.098
C -2.086757 -1.319399 -2.022611 -0.405 -0.761 0.094
C -3.026248 -0.990483 -3.062655 0.104 0.285 -0.029
C -2.665362 0.222982 -3.555431 -0.164 -0.170 0.044
C -1.604272 0.714949 -2.730272 -0.217 -1.000 0.400
N -1.330995 -0.169409 -1.757815 0.287 1.092 -0.379
C -0.971168 2.003899 -2.834908 0.399 0.680 1.165
C -0.910938 2.762826 -1.643697 -0.188 -0.250 -1.064
C -1.202245 4.152417 -1.507996 0.059 0.521 0.565
C -1.321718 4.399589 -0.170617 0.031 0.075 -0.761
C -1.032477 3.181785 0.518039 -0.138 -0.326 -0.572
N -0.818023 2.201519 -0.406981 0.653 -0.843 0.885
C -0.432805 2.517553 -4.060623 0.115 0.267 -0.422
C 0.483730 3.591058 -3.993543 -0.169 -0.134 0.051
C 1.081247 4.084747 -5.130848 -0.004 0.099 -0.106
C 0.795278 3.523739 -6.367283 0.001 -0.087 0.139
C -0.042881 2.417754 -6.444882 -0.065 0.014 -0.069
C -0.638334 1.907577 -5.312295 -0.076 0.074 0.087
C 0.694806 -2.724714 -1.664093 -0.373 -0.150 0.623
C 1.856438 -1.908379 -1.215452 -0.517 0.620 -0.224
N -0.498081 0.546054 1.930501 -0.143 0.202 -0.928
H -1.663797 7.201484 5.121463 -0.003 0.047 0.024
H -3.192632 5.271678 5.321143 -0.088 0.012 0.036
H -2.960493 3.350324 3.810238 -0.042 -0.113 0.040
H 0.350020 5.256127 1.890018 0.118 0.044 -0.056
H 0.099372 7.188008 3.386962 0.060 0.116 -0.007
H -0.900951 2.342341 4.682259 0.029 0.124 0.160
H -0.217095 -0.214674 5.118062 0.023 -0.093 0.241
H -2.446362 -1.218079 3.325557 -0.022 0.124 -0.014
H -4.208719 -2.774476 3.940100 -0.138 0.043 0.004
H -3.731940 -5.185638 4.189182 -0.057 -0.052 0.095
H -1.409551 -5.992716 3.897566 0.010 -0.137 -0.009
H 0.356070 -4.452287 3.242534 -0.052 -0.097 -0.036
H -2.966801 -3.488922 -3.871336 -0.028 0.055 -0.067
H -4.564692 -5.346504 -3.976040 0.021 -0.072 -0.064
H -4.940675 -6.766934 -1.991818 -0.073 -0.103 -0.003
H -3.698807 -6.326371 0.095053 0.013 -0.068 0.062
H -2.141726 -4.431444 0.229442 0.066 0.013 0.089
H -3.833498 -1.607502 -3.398234 -0.170 -0.107 -0.064
H -3.145244 0.773721 -4.340714 -0.067 0.059 -0.160
H -1.395477 4.824780 -2.320705 -0.062 0.127 -0.116
H -1.614577 5.318097 0.296346 -0.072 0.174 0.042
H 0.752202 3.999556 -3.033357 0.079 0.029 0.077
H 1.782267 4.901439 -5.057501 0.048 0.081 0.022
H 1.249193 3.922646 -7.261039 0.056 0.017 -0.086
H -0.231889 1.957969 -7.401279 -0.026 -0.079 -0.105
H -1.265760 1.036480 -5.399374 -0.049 -0.062 -0.031
H 0.661336 -3.120861 -2.664486 -0.021 0.000 -0.224
H 1.741530 -1.609253 -0.182888 0.148 -0.071 -0.409
C 4.044438 -2.104027 -3.430520 -0.161 0.529 -0.878
N 4.086245 -2.693102 -2.117567 -0.485 -0.101 0.864
C 5.100898 -3.443686 -1.603082 0.372 -0.494 0.639
C 4.758709 -3.796052 -0.339270 0.619 -0.143 -0.504
N 3.516670 -3.258239 -0.073729 0.081 0.320 -0.929
C 3.144914 -2.585034 -1.187113 -0.260 0.171 0.166
S 1.597752 -0.256364 -2.025602 -0.315 0.327 1.051
C 2.861164 -3.354612 1.188613 0.313 -1.001 0.843
C 3.391341 -4.144331 2.154517 -0.297 0.363 -0.956
C 2.919354 -4.132218 3.515642 -0.475 0.395 0.561
C 2.107123 -3.160046 3.952538 0.316 -0.248 -0.112
C 1.670238 -2.114259 2.993984 0.220 0.404 0.305
N 1.753470 -2.572991 1.588361 -0.292 0.131 -0.043
H 4.936556 -2.390950 -3.981671 -0.009 -0.047 0.103
H 3.995114 -1.015340 -3.366334 0.058 -0.126 0.114
H 3.168127 -2.450768 -3.977633 0.042 -0.052 0.056
H 5.982924 -3.669208 -2.168922 0.135 -0.034 -0.031
H 5.324377 -4.371948 0.359863 0.071 -0.043 0.124
H 4.214637 -4.806467 1.945393 0.130 0.116 -0.109
H 3.302864 -4.887060 4.184007 -0.001 -0.020 0.105
H 1.817706 -3.053741 4.985516 -0.033 -0.112 0.161
H 2.257026 -1.196084 3.148268 -0.018 -0.027 -0.068
Cl 2.805293 2.944120 -0.552540 0.044 0.171 -0.115
Ge 2.156378 1.325428 0.699988 -0.774 -0.510 -0.709
Cl 3.854771 -0.104001 0.739130 -0.148 0.179 0.051
Cl 2.351041 2.148124 2.701902 0.016 -0.069 -0.097